(1)
Here is a 2-piece molecular cluster, C3H8ClN2 overall from OMol25. Energies are from ωB97M-V/def2-TZVPD.

Results
LUMO energy	-7.4	eV
calculated total energy	-18732.610	eV
energy relative to the best compared isomer or geometry (same formula, charge and spin)	95.2	kcal/mol
charge	+1

Positions of all 14 atoms, in Å:
1 C -0.1736 2.3351 -1.9688
2 C 0.6540 -1.7381 2.1180
3 C -0.2552 1.4451 -0.8283
4 N -0.5560 -2.5760 0.3789
5 N 0.0800 -1.6423 0.8263
6 Cl -1.4908 1.5054 0.2625
7 H -0.1963 1.7512 -2.8983
8 H 0.8020 2.8330 -1.9906
9 H -0.9718 3.0714 -1.9884
10 H 0.5158 -0.7865 2.6317
11 H 1.7315 -1.8785 1.9808
12 H 0.2603 -2.5747 2.7022
13 H 0.5157 0.7021 -0.6547
14 H -0.9155 -2.4472 -0.5713

natural (NBO) atomic charge list, values in e, 2 entries: -0.76 -0.47

=====

(2)
Here is a 5-piece molecular cluster, C35H83IN5O14P2 overall from OMol25. Energies are from ωB97M-V/def2-TZVPD.

Results
LUMO energy	1.8	eV
calculated total energy	-100430.556	eV
charge	-1

Positions of all 140 atoms, in Å:
1 C 1.1860 7.6766 3.0467
2 C 1.9175 6.4207 3.5465
3 O 1.3635 5.9304 4.7642
4 C 0.2529 5.1147 4.6133
5 O -0.7899 5.4661 5.0856
6 C 0.5060 3.7817 3.9651
7 C -0.6604 3.2457 3.1230
8 C -1.0139 4.1855 1.9614
9 P -2.8062 4.7712 1.7951
10 N -2.2720 6.3344 1.0760
11 O -3.4712 3.1975 2.3289
12 C -4.7352 3.2330 2.8677
13 C -4.8276 3.0988 4.4246
14 C -3.7261 2.2877 5.0273
15 O -3.3269 1.2401 4.6603
16 I -2.9846 3.0618 6.9508
17 C -5.4521 4.4894 2.2660
18 P -6.6724 5.2706 3.3902
19 C -5.5881 6.5717 4.0837
20 O -7.5762 6.1530 2.2985
21 O -4.5118 5.3546 1.7340
22 H 0.2215 7.7397 3.5507
23 H 1.0330 7.6262 1.9697
24 H 1.7478 8.5770 3.2957
25 H 1.8792 5.6577 2.7670
26 H 2.9704 6.6322 3.7359
27 H 1.4267 3.7922 3.3840
28 H 0.6771 3.0983 4.8092
29 H -0.2955 2.3050 2.7225
30 H -1.5036 3.0540 3.7778
31 H -0.7142 3.7793 0.9902
32 H -0.4230 5.1014 2.0891
33 H -2.9194 4.2610 0.4601
34 H -2.7932 5.2657 3.1458
35 H -1.9103 6.9724 1.7770
36 H -3.0638 6.7689 0.6207
37 H -5.3177 2.3837 2.4860
38 H -5.7333 2.5302 4.6572
39 H -4.9153 4.0500 4.9474
40 H -6.0775 4.1028 1.4414
41 H -4.5557 6.2210 4.0349
42 H -5.6736 7.5005 3.5213
43 H -5.8712 6.7398 5.1234
44 H -8.4923 5.9588 2.5208
45 C 2.7582 -3.8039 3.7364
46 O 3.6079 -3.1726 2.8011
47 C 3.2813 -3.4259 1.4361
48 C 2.7214 -2.1948 0.7613
49 N 1.3939 -1.8713 1.2654
50 C 0.8503 -0.5945 0.8100
51 C 1.5777 0.6865 1.1943
52 O 1.5237 0.9899 2.5734
53 C 2.4981 0.3710 3.3855
54 H 3.2159 -3.6919 4.7183
55 H 1.7617 -3.3508 3.7669
56 H 2.6520 -4.8717 3.5188
57 H 2.5859 -4.2666 1.3464
58 H 4.2119 -3.7016 0.9317
59 H 2.6471 -2.3925 -0.3124
60 H 3.4427 -1.3777 0.9058
61 H 1.4144 -1.8736 2.2768
62 H -0.1677 -0.5167 1.1981
63 H 0.7708 -0.6290 -0.2820
64 H 1.0583 1.5092 0.6952
65 H 2.6172 0.7084 0.8412
66 H 3.4395 0.2202 2.8480
67 H 2.1543 -0.5898 3.7820
68 H 2.6801 1.0307 4.2350
69 C -0.1219 -5.0036 -0.1196
70 O 0.6328 -4.4694 -1.1880
71 C 0.9694 -5.3907 -2.2132
72 C 0.2224 -5.0695 -3.4888
73 N -1.2042 -5.3160 -3.3422
74 C -2.0263 -4.8070 -4.4365
75 C -2.0331 -3.3060 -4.7021
76 O -2.6389 -2.5344 -3.6818
77 C -1.8032 -2.1986 -2.5868
78 H -0.1454 -4.2422 0.6590
79 H -1.1510 -5.2397 -0.4131
80 H 0.3454 -5.9090 0.2822
81 H 0.7735 -6.4181 -1.8909
82 H 2.0426 -5.2947 -2.4057
83 H 0.6107 -5.6955 -4.2988
84 H 0.4464 -4.0237 -3.7406
85 H -1.5201 -4.8936 -2.4791
86 H -3.0569 -5.1095 -4.2354
87 H -1.7226 -5.3143 -5.3586
88 H -2.6388 -3.1378 -5.5956
89 H -1.0295 -2.9177 -4.9183
90 H -0.7637 -2.0671 -2.8982
91 H -1.8456 -2.9483 -1.7918
92 H -2.1652 -1.2576 -2.1730
93 C -6.2718 2.7938 -7.5511
94 O -5.6294 2.6301 -6.3067
95 C -6.5080 2.4801 -5.1971
96 C -6.4490 1.0793 -4.6313
97 N -7.0157 0.1061 -5.5573
98 C -6.8074 -1.2885 -5.1791
99 C -5.3772 -1.8029 -5.0733
100 O -4.6937 -1.8802 -6.3140
101 C -4.0582 -0.6871 -6.7291
102 H -5.5079 3.0749 -8.2746
103 H -6.7557 1.8726 -7.8967
104 H -7.0231 3.5887 -7.5099
105 H -7.5319 2.7399 -5.4827
106 H -6.1826 3.1819 -4.4253
107 H -7.0197 1.0540 -3.6985
108 H -5.4005 0.8678 -4.3835
109 H -6.6169 0.2579 -6.4742
110 H -7.3313 -1.9054 -5.9142
111 H -7.2994 -1.4580 -4.2156
112 H -5.4279 -2.8285 -4.6994
113 H -4.7783 -1.2446 -4.3496
114 H -3.6940 -0.1079 -5.8769
115 H -4.7175 -0.0574 -7.3339
116 H -3.2052 -0.9677 -7.3492
117 C 6.6744 -5.5868 0.3980
118 O 6.6656 -4.1949 0.6348
119 C 6.9904 -3.8168 1.9707
120 C 8.3412 -3.1398 2.0339
121 N 9.4257 -4.0763 1.7669
122 C 10.7388 -3.4636 1.6011
123 C 10.9451 -2.4899 0.4465
124 O 10.8963 -3.0854 -0.8354
125 C 9.6044 -3.2317 -1.3927
126 H 6.2284 -5.7515 -0.5821
127 H 7.6880 -6.0036 0.3916
128 H 6.0807 -6.1206 1.1465
129 H 6.9499 -4.6785 2.6430
130 H 6.2274 -3.1051 2.2951
131 H 8.4768 -2.7204 3.0353
132 H 8.3218 -2.3035 1.3218
133 H 9.2052 -4.6060 0.9341
134 H 11.4633 -4.2729 1.4803
135 H 10.9945 -2.9467 2.5320
136 H 11.9543 -2.0815 0.5443
137 H 10.2547 -1.6389 0.4929
138 H 8.9375 -2.4220 -1.0852
139 H 9.1467 -4.1887 -1.1255
140 H 9.7107 -3.2037 -2.4771

Löwdin atomic charge list, values in e, 2 entries: -0.06 -0.24

=====

(3)
Here is C16H31NOP2Zn as an isolated structure from OMol25. Energies are from ωB97M-V/def2-TZVPD.

Results
LUMO energy	-0.7	eV
calculated total energy	-87622.352	eV
energy relative to the best compared isomer or geometry (same formula, charge and spin)	64.7	kcal/mol
charge	0

Positions of all 52 atoms, in Å:
1 P 0.0784 1.4133 -1.2809
2 P -1.7441 -1.1335 0.3178
3 C -0.5741 -0.1333 -2.0604
4 C -1.9077 -0.6472 -1.4991
5 H 0.2645 -0.8494 -1.9597
6 H -0.6584 0.0971 -3.1364
7 H -2.7006 0.1129 -1.5819
8 H -2.1852 -1.5342 -2.0873
9 C -0.9629 -2.7922 -0.3254
10 H -0.7365 -3.4752 0.5003
11 H -0.0369 -2.6355 -0.8904
12 H -1.6882 -3.3012 -0.9821
13 C -3.2697 -2.0817 0.8226
14 H -3.0733 -3.1503 0.6494
15 H -4.1653 -1.7335 0.2875
16 H -3.3650 -1.9015 1.9013
17 C 1.1354 1.8491 -2.7375
18 H 1.6745 2.7912 -2.5753
19 H 0.4834 1.9534 -3.6144
20 H 1.8626 1.0525 -2.9436
21 C -1.1417 2.7129 -1.3186
22 H -2.1282 2.3045 -1.0293
23 H -1.2036 3.1679 -2.3151
24 H -0.8366 3.4904 -0.5965
25 Zn -2.9933 0.7913 1.2031
26 C 1.6325 -1.7636 1.0410
27 C 2.3175 -2.0367 -0.0665
28 C 3.7294 -1.6665 -0.2655
29 C 3.9874 -0.1406 -0.0141
30 C 2.9969 0.7803 -0.5872
31 C 1.8837 1.3255 0.0554
32 C 1.2858 0.8173 1.4126
33 C 1.6879 -0.5796 1.9813
34 C -2.7924 2.7522 1.0391
35 H 0.8860 -2.4789 1.3651
36 H 1.8200 -2.5292 -0.8977
37 H 4.0709 -1.9230 -1.2771
38 H 4.3418 -2.2627 0.4321
39 H 4.1082 -0.0426 1.0746
40 H 4.9207 0.1146 -0.5421
41 H 3.2773 1.2765 -1.5169
42 H 1.8158 2.4477 0.0056
43 H 0.1807 0.9104 1.4256
44 H 1.6439 1.5491 2.1492
45 H 2.6271 -0.3796 2.5114
46 H 0.9226 -0.8348 2.7331
47 H -3.5276 3.2777 0.3645
48 H -1.7842 3.0675 0.7493
49 H -2.8530 3.1293 2.0415
50 O -3.0040 -1.0749 4.9948
51 C -3.1036 -0.3761 4.0187
52 N -3.1985 0.2730 3.0239

natural (NBO) atomic charge list, values in e, 2 entries: 1.06 0.63